(1)
Entry from OMol25: 12 unconnected molecules or ions with the total composition C5H33N2O12 in a non-equilibrium geometry (the ωB97M-V functional and the def2-TZVPD basis).

Calculated values
Total charge = -1
Frontier orbital gap = 8.94 eV
Total energy = -1222.7543 hartree
Relative energy (zero: lowest compared OMol25 entry of this formula, charge and spin) = 235.4 kJ/mol
LUMO = 2.6 eV

Element x y z (Å)
H  3.12  0.23  2.55
O  -0.07  2.34  -2.45
H  -1.13  4.80  -1.04
C  2.76  -0.01  1.54
H  0.80  -1.81  0.57
O  -2.81  -3.65  2.85
O  -3.17  3.83  0.90
N  -0.04  -3.48  2.66
H  -0.40  1.38  -2.61
C  3.18  0.25  -0.99
H  -1.86  -3.39  2.92
H  4.63  0.05  0.59
H  0.07  -4.20  1.95
H  3.72  0.84  -1.73
O  3.37  -1.12  -1.28
H  -0.54  3.42  -1.26
H  -0.84  -0.20  -0.99
H  0.87  2.14  -2.42
C  3.66  0.56  0.46
O  -2.44  -3.13  -1.72
H  -1.80  -2.72  -2.34
H  1.42  -1.11  -3.39
O  -0.72  0.32  -0.19
O  -2.76  0.99  1.34
H  -3.98  0.38  -1.74
O  -0.28  3.36  2.52
O  -0.52  4.19  -0.65
H  -3.30  3.03  1.44
H  2.60  -1.33  -1.86
O  -3.35  -0.34  -1.57
H  -2.05  0.86  0.68
H  -1.01  2.88  2.93
H  1.74  0.39  1.47
H  3.81  1.64  0.56
H  0.40  -1.54  3.16
O  1.07  -1.58  -2.60
H  -0.51  3.41  1.60
N  1.36  -2.13  1.34
H  3.11  -1.99  2.41
H  -0.51  1.24  -0.44
H  -2.82  0.18  1.86
O  -0.95  -0.05  -2.89
H  3.30  -1.96  0.68
H  -2.94  3.35  0.10
H  0.31  -0.86  -2.69
H  2.11  0.48  -0.94
H  -2.46  -0.10  -1.95
C  2.68  -1.58  1.48
C  0.54  -2.38  2.46
H  -3.01  -2.36  -1.59
H  -1.46  0.33  -3.64
H  -2.89  -3.87  1.92

=====

(2)
Entry from OMol25: a single C4H3F3 molecule in a non-equilibrium geometry (the ωB97M-V functional and the def2-TZVPD basis).

Calculated values
Total charge = 0
Frontier orbital gap = 9.97 eV
Total energy = -453.7148 hartree
SMILES = C=C(F)/C(F)=C/F
Relative energy (zero: lowest compared OMol25 entry of this formula, charge and spin) = 135.0 kJ/mol
LUMO = 0.3 eV

Element x y z (Å)
C  1.34  -0.69  -0.21
F  -1.46  -1.37  -0.03
F  2.54  -0.23  0.21
H  -3.27  0.16  0.45
C  -2.28  0.69  0.06
H  -2.21  1.69  -0.15
F  0.61  1.50  -0.08
C  -1.21  -0.04  0.09
H  1.29  -1.74  -0.14
C  0.33  0.17  -0.11

=====

(3)
Entry from OMol25: a single C6H15B molecule in a non-equilibrium geometry (the ωB97M-V functional and the def2-TZVPD basis).

Calculated values
Total charge = 0
Frontier orbital gap = 10.91 eV
Total energy = -262.3563 hartree
SMILES = BC(C)(C)C(C)C
Relative energy (zero: lowest compared OMol25 entry of this formula, charge and spin) = 225.0 kJ/mol
LUMO = 0.7 eV

Element x y z (Å)
H  -2.05  1.63  1.12
C  1.46  1.29  0.31
C  -1.61  -1.21  -0.35
H  1.21  -1.29  1.66
H  1.77  1.08  1.33
H  0.95  2.22  0.04
C  1.39  -1.23  0.61
H  0.41  0.61  -2.26
H  -1.49  -1.17  -1.47
H  -0.87  -0.23  1.57
H  -0.70  2.00  0.20
H  2.38  -0.88  0.52
C  0.65  -0.02  -0.06
H  -1.57  -2.26  0.03
H  -2.20  1.24  -0.58
H  2.50  1.31  -0.24
B  0.67  -0.17  -1.60
H  1.31  -2.15  0.12
C  -1.43  1.30  0.26
C  -0.81  -0.08  0.45
H  -2.68  -0.90  -0.26
H  1.07  -1.10  -2.11